Record 1
C32H22BrIrN2S as an isolated structure. Source: the OMol25 dataset; level of theory: wB97M-V/def2-TZVPD.

```
59
Properties=species:S:1:pos:R:3
Ir 0.279 -1.575 0.356
S 4.445 -0.451 1.865
C 4.692 -0.817 0.183
C 5.861 -0.728 -0.567
C 5.795 -1.067 -1.903
C 4.591 -1.486 -2.485
C 3.434 -1.575 -1.742
C 3.491 -1.237 -0.392
N 2.437 -1.261 0.508
C 2.791 -0.875 1.703
C 1.763 -0.845 2.738
C 2.014 -0.578 4.076
C 0.974 -0.625 4.992
C -0.305 -0.949 4.567
C -0.568 -1.211 3.224
C 0.461 -1.154 2.296
H 6.790 -0.403 -0.119
H 6.687 -1.009 -2.510
H 4.573 -1.744 -3.535
H 2.501 -1.897 -2.187
H 3.021 -0.350 4.404
H 1.165 -0.422 6.036
H -1.114 -1.001 5.283
H -1.570 -1.471 2.920
N -0.021 0.080 -0.373
C -0.591 1.135 -0.772
C -1.887 1.033 -1.485
C -2.118 -0.023 -2.364
C -3.361 -0.170 -2.954
C -4.377 0.731 -2.660
C -4.144 1.791 -1.793
C -2.896 1.953 -1.212
C 0.077 2.438 -0.555
C 0.899 2.613 0.559
C 1.538 3.824 0.757
C 1.368 4.856 -0.159
C 0.550 4.682 -1.266
C -0.103 3.476 -1.465
H -1.323 -0.723 -2.585
H -3.540 -0.987 -3.639
H -5.351 0.610 -3.114
H -4.935 2.495 -1.572
H -2.710 2.778 -0.535
H 1.011 1.807 1.274
H 2.164 3.968 1.627
H 1.869 5.802 -0.003
H 0.418 5.488 -1.976
H -0.744 3.336 -2.326
Br -6.062 -3.385 -0.692
C -4.286 -2.879 -0.301
C -3.239 -3.682 -0.715
C -1.933 -3.276 -0.454
C -1.664 -2.087 0.227
C -2.749 -1.305 0.638
C -4.051 -1.692 0.383
H -3.435 -4.606 -1.241
H -1.125 -3.915 -0.802
H -2.579 -0.361 1.144
H -4.882 -1.074 0.695
```

Calculated values
calculated total energy: -120231.1391 eV
net charge: +1
orbital gap (spin up / spin down): 0.2416 / 0.2437 Eh
2S+1: 2

Here are the Löwdin charges for atoms 1 to 2, given in e: 1.372 1.172

=====

Record 2
A 2-piece molecular cluster, C2H10N2O overall in a non-equilibrium geometry. Source: the OMol25 dataset; level of theory: wB97M-V/def2-TZVPD.

```
15
Properties=species:S:1:pos:R:3
C 1.047 -0.302 -1.369
N 0.176 -0.099 -0.242
C -0.864 -1.071 -0.015
N -1.986 -0.980 -0.932
H 1.625 0.597 -1.594
H 1.766 -1.106 -1.247
H 0.492 -0.483 -2.292
H 0.694 0.161 0.582
H -1.207 -0.923 1.011
H -0.480 -2.068 -0.046
H -2.307 -0.014 -0.908
H -1.603 -1.089 -1.869
H 0.958 2.868 2.361
H 2.224 2.036 2.250
O 1.264 1.959 2.291
```

Calculated values
calculated total energy: -7263.4444 eV
orbital gap: 0.3386 Eh
energy relative to the best compared isomer or geometry (same formula, charge and spin): 11.04 kcal per mole
SMILES: CNCN.O

Here are the Löwdin charges for atoms 1 to 2, given in e: -0.150 -0.131

=====

Record 3
C21H30N7O7P2STi as an isolated structure in a non-equilibrium geometry. Source: the OMol25 dataset; level of theory: wB97M-V/def2-TZVPD.

```
69
Properties=species:S:1:pos:R:3
Ti -0.050 0.818 0.145
C -1.610 -1.215 1.788
C -1.327 -1.826 0.404
N -1.320 -0.776 -0.642
C -2.696 -0.395 -1.044
C -2.911 1.118 -1.161
N -1.978 1.899 -0.323
C -2.539 2.292 0.982
C -2.646 1.060 1.861
N -1.396 0.260 1.798
H -0.932 -1.648 2.522
H -2.630 -1.416 2.119
H -2.075 -2.583 0.152
H -0.353 -2.314 0.362
H -0.804 -1.184 -1.437
H -3.377 -0.815 -0.304
H -2.934 -0.872 -1.996
H -3.943 1.355 -0.884
H -2.789 1.438 -2.192
H -1.685 2.733 -0.835
H -3.530 2.742 0.860
H -1.877 3.034 1.423
H -3.467 0.426 1.524
H -2.859 1.338 2.894
H -0.822 0.474 2.618
C 0.439 -2.319 -4.965
C 1.817 -2.425 -4.909
C 2.431 -2.550 -3.674
C 1.651 -2.554 -2.518
N 0.322 -2.402 -2.576
C -0.254 -2.300 -3.767
C 2.253 -2.842 -1.183
C 3.633 -2.819 -0.987
C 4.151 -3.231 0.228
C 3.280 -3.644 1.221
C 1.923 -3.587 0.953
N 1.416 -3.199 -0.209
H -0.092 -2.249 -5.904
H 2.411 -2.435 -5.813
H 3.500 -2.682 -3.623
H -1.335 -2.194 -3.772
H 4.305 -2.490 -1.766
H 5.220 -3.232 0.391
H 3.634 -3.989 2.183
H 1.205 -3.878 1.715
O 3.513 -0.417 2.079
P 2.065 0.174 2.186
O 1.175 -0.314 3.248
O 1.481 -0.058 0.747
O 2.320 1.746 2.252
P 1.214 2.912 2.149
O 0.144 2.556 3.291
O 1.799 4.235 2.230
O 0.412 2.503 0.884
H 4.024 -0.399 2.899
H 0.332 2.996 4.132
C -2.069 5.011 -3.799
C -1.712 3.563 -3.878
C -2.291 2.700 -4.808
C -1.905 1.374 -4.764
N -1.009 0.915 -3.890
C -0.512 1.809 -3.049
S 0.799 1.277 -1.980
N -0.822 3.106 -2.994
H -2.523 5.362 -4.723
H -1.182 5.601 -3.576
H -2.784 5.173 -2.990
H -3.007 3.055 -5.535
H -2.325 0.646 -5.451
```

Calculated values
calculated total energy: -99562.0209 eV
net charge: +1
orbital gap: 0.2772 Eh
energy relative to the best compared isomer or geometry (same formula, charge and spin): 3.96 kcal per mole

Here are the Löwdin charges for atoms 1 to 2, given in e: 0.894 -0.128

=====

Record 4
A 9-piece molecular cluster, C44H68BClIN2O20P overall in a non-equilibrium geometry. Source: the OMol25 dataset; level of theory: wB97M-V/def2-TZVPD.

```
138
Properties=species:S:1:pos:R:3
C -3.823 1.161 -4.055
C -4.339 0.945 -2.991
C -4.516 0.797 -1.526
C -3.695 -0.379 -0.919
C -2.562 0.020 0.049
C -1.392 0.865 -0.574
P -1.738 2.627 0.017
N -0.916 3.003 1.296
O -1.458 0.683 -2.006
C -0.859 -0.515 -2.334
O -1.095 -1.086 -3.343
C 0.056 -0.945 -1.142
Cl 1.765 -1.039 -1.829
C -0.296 -2.265 -0.476
B 0.710 -3.405 -1.013
O 1.852 -3.735 -0.278
O 0.381 -4.075 -2.184
C 0.052 0.386 -0.282
I 1.216 1.779 -1.553
C 0.533 0.251 1.177
C 1.604 1.232 1.639
N 2.961 0.783 1.236
H -3.508 1.248 -5.065
H -4.376 1.759 -1.032
H -5.576 0.544 -1.395
H -4.393 -1.011 -0.361
H -3.353 -1.004 -1.747
H -3.027 0.558 0.884
H -2.188 -0.917 0.482
H -3.104 2.748 0.386
H -1.415 3.477 -1.071
H -0.300 3.787 1.105
H -0.281 -2.237 0.616
H -1.297 -2.597 -0.778
H 1.639 -4.541 0.212
H 0.711 -3.606 -2.959
H -0.351 0.239 1.820
H 0.988 -0.746 1.276
H 1.436 2.263 1.324
H 1.598 1.239 2.736
H 2.937 0.331 0.330
H 3.509 1.632 1.171
O -1.144 6.286 1.765
C -2.329 6.371 1.653
O -3.151 5.300 1.480
C -4.499 5.752 1.270
C -4.556 7.146 1.870
C -3.140 7.653 1.634
H -4.701 5.754 0.195
H -5.189 5.065 1.756
H -5.331 7.773 1.430
H -4.748 7.080 2.943
H -3.032 8.122 0.655
H -2.812 8.330 2.418
O 1.008 5.204 -0.210
C 1.928 5.850 0.195
O 3.131 5.312 0.517
C 3.986 6.326 1.075
C 3.427 7.644 0.568
C 1.935 7.339 0.469
H 3.949 6.250 2.164
H 5.010 6.158 0.747
H 3.664 8.488 1.211
H 3.824 7.857 -0.422
H 1.413 7.524 1.409
H 1.458 7.883 -0.343
O 6.188 -4.015 4.191
C 6.107 -3.183 3.335
O 6.204 -1.854 3.578
C 5.955 -1.116 2.365
C 6.242 -2.093 1.238
C 5.843 -3.425 1.862
H 4.916 -0.781 2.367
H 6.607 -0.245 2.330
H 5.709 -1.857 0.319
H 7.312 -2.099 1.014
H 4.782 -3.639 1.724
H 6.448 -4.248 1.490
O -3.724 -3.757 0.165
C -3.456 -4.792 -0.382
O -4.132 -5.940 -0.172
C -3.494 -7.023 -0.890
C -2.702 -6.347 -1.998
C -2.316 -5.025 -1.351
H -2.861 -7.565 -0.204
H -4.254 -7.698 -1.278
H -1.855 -6.937 -2.342
H -3.349 -6.157 -2.858
H -1.387 -5.104 -0.787
H -2.252 -4.220 -2.076
O 5.153 9.835 -0.584
C 4.450 10.447 -1.337
O 4.755 10.643 -2.640
C 3.774 11.504 -3.247
C 2.539 11.380 -2.370
C 3.149 11.140 -0.994
H 4.172 12.521 -3.267
H 3.590 11.178 -4.268
H 1.887 12.251 -2.420
H 1.957 10.507 -2.671
H 3.373 12.075 -0.477
H 2.522 10.505 -0.373
O -2.899 -9.493 0.354
C -3.705 -10.078 1.025
O -4.150 -11.316 0.734
C -5.193 -11.699 1.663
C -4.968 -10.821 2.882
C -4.399 -9.549 2.263
H -6.159 -11.521 1.193
H -5.103 -12.743 1.891
H -5.872 -10.663 3.468
H -4.221 -11.276 3.535
H -5.185 -8.855 1.957
H -3.691 -9.053 2.921
O -6.753 -13.829 2.000
C -6.943 -15.011 2.068
O -7.543 -15.605 3.123
C -7.524 -17.034 2.957
C -7.359 -17.259 1.463
C -6.525 -16.051 1.051
H -6.689 -17.439 3.533
H -8.451 -17.455 3.340
H -6.903 -18.216 1.220
H -8.333 -17.216 0.972
H -5.454 -16.237 1.156
H -6.754 -15.721 0.041
O 9.367 12.927 -4.139
C 9.119 11.866 -3.646
O 7.856 11.433 -3.409
C 7.892 10.174 -2.712
C 9.260 9.587 -3.019
C 10.121 10.838 -3.157
H 7.751 10.363 -1.646
H 7.083 9.542 -3.064
H 9.609 8.890 -2.259
H 9.230 9.057 -3.973
H 10.522 11.167 -2.197
H 10.923 10.706 -3.878
```

Calculated values
calculated total energy: -121249.1714 eV
orbital gap: 0.2958 Eh

Here are the Löwdin charges for atoms 1 to 2, given in e: 0.108 -0.136